No. 1
This record from the Open Molecules 2025 dataset describes a cluster of 2 separate species, C6H10O in total. The level of theory is ωB97M-V/def2-TZVPD.

```
17
Properties=species:S:1:pos:R:3:forces:R:3
C -1.88102 -0.00157 0.62809 -0.141 0.388 0.115
C -1.35696 0.97691 -0.10682 -0.256 -0.040 0.119
C 0.02633 1.54357 0.10543 0.075 -0.011 0.036
C 0.74790 0.68460 -0.89228 0.220 -0.126 -0.094
C 1.39842 -0.46421 -0.65621 0.197 0.348 -0.071
C 1.75578 -0.99669 0.67317 -0.019 0.134 0.319
O 1.41017 -0.54640 1.74828 0.139 -0.216 -0.475
H -1.39744 -0.35120 1.53714 -0.053 0.105 -0.116
H -0.91943 -1.69235 -0.11137 0.073 -0.406 -0.111
H -2.80320 -0.49372 0.33160 0.021 0.175 0.108
H -1.84494 1.27709 -1.03371 -0.048 -0.015 0.155
H 0.08335 2.60553 -0.15695 -0.031 -0.189 -0.001
H 0.38733 1.38756 1.12233 -0.117 0.000 -0.187
H 0.55217 0.94337 -1.93287 0.119 -0.028 0.083
H 1.69443 -1.08824 -1.49794 0.132 0.191 0.103
H -0.25702 -1.88625 -0.39339 -0.226 -0.392 -0.033
H 2.40412 -1.89800 0.63552 -0.084 0.082 0.050
```
Forces are in eV/Å.

Calculated values
energy relative to the best compared isomer or geometry (same formula, charge and spin)	2.6129	eV
max |F|	0.54	eV/Å
Kohn-Sham gap	9.697	eV
SMILES	C=CC/C=C\C=O.[H][H]
total energy	-309.7463	hartree

---

No. 2
This record from the Open Molecules 2025 dataset describes a structure of composition C39H37AsN2O5Ru. The level of theory is ωB97M-V/def2-TZVPD.

```
85
Properties=species:S:1:pos:R:3:forces:R:3
Ru -1.14489 -0.76016 -0.27640 -0.410 -0.062 0.204
C -1.97683 -4.91517 -1.12427 0.003 0.002 0.008
O -1.24265 -3.76059 -0.54946 0.032 0.088 0.053
C -1.76926 -2.62112 -0.71670 0.073 0.010 0.051
O -2.79165 -2.19179 -1.18440 -0.018 0.036 -0.079
H -1.35244 -5.76943 -0.89529 -0.013 0.006 -0.004
H -2.06891 -4.75629 -2.19471 -0.003 -0.007 0.007
H -2.94667 -4.97938 -0.63957 0.001 -0.011 -0.014
C -6.05117 3.45158 -2.86021 0.010 -0.009 0.001
C -5.62164 4.02855 -1.67405 -0.009 -0.006 -0.014
C -4.67957 3.38678 -0.88358 0.112 0.077 0.092
C -4.16001 2.16978 -1.30822 -0.200 -0.252 -0.106
C -4.61480 1.56620 -2.47848 0.040 -0.120 0.031
C -5.55387 2.21818 -3.25977 -0.015 0.019 0.001
As -2.82992 1.27994 -0.24280 0.455 0.255 0.329
C -1.12003 1.57262 -1.14876 -0.146 0.289 -0.062
C 0.02983 2.02456 -0.47401 0.105 -0.152 0.185
C 1.17290 2.34409 -1.18545 -0.025 -0.016 0.036
C 1.17461 2.23656 -2.57212 0.014 0.002 0.022
C 0.05228 1.77718 -3.25182 -0.049 -0.038 0.008
C -1.08689 1.43802 -2.54730 0.064 -0.058 -0.157
C -2.67725 2.20212 1.44023 -0.213 0.013 -0.034
C -2.10795 3.46894 1.56031 0.072 -0.007 -0.125
C -2.10380 4.10660 2.79113 -0.004 -0.011 0.002
C -2.68601 3.49624 3.89471 -0.007 -0.001 -0.004
C -3.27954 2.24794 3.77101 0.008 0.016 -0.001
C -3.27580 1.60041 2.54473 -0.021 -0.092 -0.019
H -6.78818 3.95665 -3.46910 -0.010 0.008 -0.001
H -6.02301 4.98035 -1.35508 -0.006 0.011 0.003
H -4.36073 3.84409 0.04492 0.007 -0.039 -0.021
H -4.26579 0.58209 -2.77141 0.019 0.025 -0.002
H -5.90957 1.75657 -4.17043 0.001 -0.004 -0.008
H 0.02806 2.11616 0.60681 -0.008 0.044 -0.020
H 2.06137 2.68193 -0.66758 -0.002 0.000 0.015
H 2.06423 2.51024 -3.12212 0.010 0.004 -0.011
H 0.06723 1.68964 -4.32935 -0.014 -0.006 -0.008
H -1.95580 1.07862 -3.08463 -0.029 0.046 0.007
H -1.67629 3.96464 0.69863 0.011 -0.007 0.011
H -1.65630 5.08637 2.88580 0.001 0.012 -0.004
H -2.68998 4.00256 4.85031 0.008 0.004 0.008
H -3.75304 1.78543 4.62661 -0.005 -0.010 0.004
H -3.74767 0.62855 2.44814 0.005 0.013 -0.004
C -2.38281 -1.91326 3.95290 0.001 -0.011 -0.031
C -0.93791 -1.47499 4.19217 0.011 0.020 0.021
C -0.61155 -0.66056 2.95380 0.083 0.023 -0.126
O -1.48992 -1.20831 1.89980 -0.062 -0.011 -0.004
C -2.37916 -2.21504 2.46924 -0.012 0.017 -0.022
H -3.07706 -1.10115 4.17258 0.002 0.008 0.004
H -2.67172 -2.77821 4.54576 0.010 -0.017 -0.010
H -0.27812 -2.33959 4.26861 -0.018 -0.012 -0.014
H -0.82295 -0.88347 5.09782 0.006 0.009 0.000
H 0.41637 -0.75702 2.60662 -0.027 0.052 0.062
H -0.87802 0.39197 3.05712 0.013 -0.011 0.041
H -1.95099 -3.19827 2.25786 -0.051 -0.003 0.011
H -3.34784 -2.11068 1.97975 0.001 -0.019 0.015
O -0.01094 -1.53306 -2.14406 0.082 -0.048 -0.108
C 1.04457 -1.41084 -1.46389 0.092 0.006 0.045
N 2.30848 -1.56866 -1.81956 -0.082 0.010 0.038
C 3.21701 -1.23423 -0.70648 -0.028 -0.040 0.024
C 2.17773 -0.86696 0.39096 0.017 -0.004 0.171
O 2.40922 -0.50992 1.51140 0.065 0.022 0.007
N 0.91117 -1.02317 -0.15474 -0.032 -0.135 -0.488
C 4.05289 0.00083 -1.00736 0.079 0.089 -0.009
C 4.82147 0.54863 0.02073 -0.040 -0.033 -0.069
C 5.60150 1.66688 -0.21635 -0.002 0.015 -0.035
C 5.63901 2.23926 -1.48271 -0.004 -0.004 -0.016
C 4.89363 1.68383 -2.51045 0.049 0.063 0.000
C 4.09697 0.57063 -2.27407 -0.006 -0.035 0.089
C 4.05731 -2.44283 -0.32297 0.036 -0.011 -0.006
C 3.59332 -3.37867 0.59625 -0.010 0.029 -0.031
C 4.34091 -4.51157 0.87433 0.069 -0.033 -0.027
C 5.55350 -4.72032 0.23022 -0.063 -0.005 0.041
C 6.01749 -3.79102 -0.68794 0.023 -0.014 -0.002
C 5.27605 -2.65204 -0.96175 -0.047 -0.006 0.049
H 2.59641 -1.97187 -2.69707 0.025 0.023 0.002
H 4.81140 0.09608 1.00298 -0.016 -0.015 0.002
H 6.19410 2.08539 0.58566 0.006 0.005 0.005
H 6.26141 3.10404 -1.66839 0.002 0.004 -0.007
H 4.93972 2.10715 -3.50570 0.008 0.012 -0.001
H 3.52389 0.15519 -3.09274 -0.017 -0.022 0.011
H 2.65575 -3.22330 1.11739 -0.010 0.005 0.001
H 3.98247 -5.22870 1.60026 0.001 -0.006 0.008
H 6.13961 -5.60157 0.45174 0.002 -0.010 0.002
H 6.96498 -3.94776 -1.18504 0.007 0.008 -0.006
H 5.65796 -1.91908 -1.66092 -0.002 0.014 -0.014
```
Forces are in eV/Å.

Calculated values
energy relative to the best compared isomer or geometry (same formula, charge and spin)	0.5299	eV
multiplicity	5
max |F|	0.62	eV/Å
Kohn-Sham gap (alpha / beta)	6.394 / 5.062	eV
total charge	+2
total energy	-4324.1087	hartree
⟨S²⟩	6.05

---

No. 3
This record from the Open Molecules 2025 dataset describes a cluster of 4 separate species, C10H18N2O2 in total in a non-equilibrium geometry. The level of theory is ωB97M-V/def2-TZVPD.

```
32
Properties=species:S:1:pos:R:3:forces:R:3
C 13.09224 24.56312 19.77338 -0.536 -1.660 -0.021
C 13.61002 23.30445 20.46474 0.658 0.910 -0.070
O 13.39510 23.15004 21.64065 -0.092 -0.638 0.218
C 14.51764 22.42513 19.64014 0.609 0.475 0.203
H 12.37707 24.17795 19.03535 0.025 0.367 -0.141
H 13.89587 25.06220 19.24132 -0.075 0.370 0.142
H 12.54036 25.10021 20.53579 0.233 0.571 -0.180
H 14.12152 22.26080 18.64161 -0.044 -0.322 0.027
H 14.87166 21.52980 20.13963 -0.609 -0.259 -0.033
H 15.44654 22.99797 19.51157 -0.166 0.233 -0.148
C 16.74792 19.57549 18.47653 0.039 -0.144 -0.261
C 15.43069 18.87598 18.20554 -0.324 0.503 -0.303
O 14.42561 19.35188 18.68860 0.048 -0.321 0.107
C 15.33521 17.72137 17.22256 0.535 0.518 0.911
H 16.78553 20.45082 17.82081 -0.129 0.047 0.056
H 17.64315 19.00140 18.23973 -0.098 -0.190 0.236
H 16.73177 19.92293 19.50560 0.214 0.009 0.036
H 14.60322 18.03190 16.48412 0.004 -0.301 -0.195
H 14.99325 16.85193 17.78417 -0.141 -0.065 -0.152
H 16.32743 17.51970 16.82138 -0.159 -0.135 -0.317
C 15.95667 17.34249 13.37698 0.143 -0.612 -0.483
C 14.75601 18.06100 13.77930 0.107 -0.196 -0.488
N 13.79731 18.58895 14.11820 -0.107 0.163 0.062
H 16.64996 17.34261 14.21370 0.199 -0.073 -0.142
H 16.42652 17.69057 12.45565 -0.034 0.772 0.336
H 15.73451 16.31624 13.06937 -0.313 -0.043 0.625
C 12.87934 19.21908 21.35209 -0.086 -1.567 1.033
C 13.47529 17.86025 21.36991 0.153 0.972 -0.581
N 13.94934 16.81812 21.33220 0.081 -0.326 0.110
H 13.63434 19.99345 21.36996 0.025 0.053 -0.277
H 12.33706 19.23137 22.30276 -0.221 0.514 -0.212
H 12.19057 19.25640 20.51643 0.062 0.372 -0.097
```
Forces are in eV/Å.

Calculated values
energy relative to the best compared isomer or geometry (same formula, charge and spin)	3.2103	eV
max |F|	1.88	eV/Å
Kohn-Sham gap	10.021	eV
SMILES	CC(C)=O.CC(C)=O.CC#N.CC#N
total energy	-651.7841	hartree

---

No. 4
This record from the Open Molecules 2025 dataset describes the ion C12H28N7O5 with charge +1. The level of theory is ωB97M-V/def2-TZVPD.

```
52
Properties=species:S:1:pos:R:3:forces:R:3
N 0.31343 -1.93615 3.65214 -0.044 0.057 -0.183
C 0.81655 -2.52918 2.41334 0.002 -0.031 0.037
C 0.81431 -1.46666 1.30636 0.216 -0.112 0.005
O 2.09683 -1.40766 0.68233 -0.121 0.030 -0.144
C -0.28379 -1.80967 0.29801 -0.322 -0.294 -0.123
N -0.58322 -0.79410 -0.72349 0.558 0.385 0.215
C 0.34648 -0.33024 -1.58500 0.171 0.020 -0.045
N 1.24033 -1.07036 -2.26336 0.033 -0.054 0.477
C 1.43460 -2.49805 -2.18863 0.150 -0.101 -0.034
O 0.18571 -3.09208 -2.50702 -0.020 -0.303 0.020
O 0.20382 -4.40842 -1.92990 0.068 0.289 -0.038
N 0.25552 0.98881 -1.83163 -0.002 -0.282 0.396
C 1.41187 1.84346 -2.09824 -0.481 -0.027 -0.341
C 1.77306 2.78228 -0.92374 0.644 0.256 -0.056
N 3.17419 3.22702 -1.05574 -0.426 -0.115 -0.020
N 1.66599 2.06065 0.33263 0.173 -0.529 -0.110
N 0.86807 3.90865 -0.94355 -0.239 -0.211 0.322
C -1.02597 1.46630 -1.30096 -0.355 -0.677 -0.456
C -1.54368 0.28967 -0.41322 -0.024 0.600 -0.324
C -1.76685 0.61706 1.06287 -0.229 0.031 0.331
C -3.06353 0.05237 1.65609 0.133 0.297 -0.194
O -4.00942 1.12923 1.75144 0.202 0.050 -0.148
C -5.28105 0.69323 1.99028 -0.273 -0.522 0.730
O -5.78102 0.69944 3.07072 0.124 0.278 -0.375
H 0.34880 -2.60447 4.41097 -0.077 -0.009 0.028
H 0.89261 -1.14993 3.92109 0.076 -0.045 0.099
H 0.14589 -3.34994 2.14577 0.038 -0.026 -0.008
H 1.82177 -2.95564 2.48558 0.051 0.121 -0.029
H 0.62551 -0.50144 1.77523 0.027 -0.025 -0.033
H 2.24912 -0.49521 0.40660 -0.007 0.059 0.097
H -0.04298 -2.75421 -0.18414 -0.017 -0.017 0.011
H -1.20831 -1.99273 0.84825 -0.025 0.080 -0.074
H 1.80907 -0.56970 -2.92265 -0.102 -0.038 -0.122
H 2.19538 -2.76210 -2.92757 -0.031 0.060 -0.005
H 1.77560 -2.81835 -1.20577 -0.112 0.037 0.030
H 0.22880 -4.97898 -2.71287 -0.017 0.087 -0.034
H 2.27909 1.21654 -2.29604 -0.051 -0.055 0.026
H 1.21652 2.44078 -2.99303 0.096 0.023 0.011
H 3.81359 2.44122 -1.12012 0.021 -0.007 0.007
H 3.28755 3.77525 -1.90156 0.067 0.050 0.052
H 2.52383 2.16431 0.85771 -0.047 0.242 0.130
H 0.89032 2.37192 0.89935 -0.071 0.038 0.008
H 0.91933 4.40503 -0.06314 0.171 0.211 -0.069
H 1.06042 4.55589 -1.69587 -0.004 0.017 -0.073
H -1.70402 1.50617 -2.15565 -0.023 0.490 0.071
H -0.95616 2.43852 -0.82983 0.079 -0.060 0.099
H -2.50764 0.00685 -0.84123 0.028 -0.160 0.115
H -0.94998 0.28479 1.69281 0.062 0.078 -0.093
H -1.82854 1.70101 1.18486 0.011 -0.039 -0.048
H -2.88855 -0.34674 2.65581 -0.066 -0.090 -0.011
H -3.47303 -0.73010 1.00798 -0.007 -0.137 0.091
H -5.78621 0.28567 1.10573 -0.007 0.082 -0.216
```
Forces are in eV/Å.

Calculated values
max |F|	0.94	eV/Å
Kohn-Sham gap	9.783	eV
total charge	+1
SMILES	NC[C@@H](O)CN1C(NCOO)=[N+](CC(N)(N)N)C[C@@H]1CCOC=O
total energy	-1233.2146	hartree

---

No. 5
This record from the Open Molecules 2025 dataset describes the molecule C4H10N2O. The level of theory is ωB97M-V/def2-TZVPD.

```
17
Properties=species:S:1:pos:R:3:forces:R:3
N -1.54637 0.06084 0.12342 -0.368 -0.211 0.187
C -0.20400 0.22212 -0.37912 0.456 0.246 -0.398
C 0.82123 -0.26344 0.63582 0.070 -0.005 0.458
C 0.67132 0.34320 2.01085 0.293 0.193 0.104
O 1.60818 0.69623 2.68328 0.059 -0.017 -0.092
C 0.10630 -0.41030 -1.75845 0.160 -0.530 0.418
N -1.07899 -0.50830 -2.59731 -0.210 0.759 -0.480
H -2.21523 0.46847 -0.51702 -0.023 -0.025 0.031
H -1.79819 -0.92111 0.19552 0.084 0.033 -0.059
H -0.02774 1.30099 -0.49303 -0.209 -0.021 0.059
H 1.83565 -0.06603 0.29342 0.075 -0.002 -0.036
H 0.75312 -1.34564 0.81052 -0.188 -0.051 -0.247
H -0.34559 0.43726 2.41267 -0.236 -0.050 -0.106
H 0.95967 0.13603 -2.18122 -0.126 0.061 -0.155
H 0.45733 -1.43718 -1.60350 -0.010 0.026 0.045
H -1.49027 0.41662 -2.74357 0.100 -0.196 0.146
H -0.83058 -0.80200 -3.53638 0.074 -0.211 0.122
```
Forces are in eV/Å.

Calculated values
energy relative to the best compared isomer or geometry (same formula, charge and spin)	1.6630	eV
max |F|	0.92	eV/Å
Kohn-Sham gap	10.066	eV
SMILES	NC[C@@H](N)CC=O
total energy	-343.1403	hartree

---

No. 6
This record from the Open Molecules 2025 dataset describes a cluster of 3 separate species, C13H11BF16O4 in total. The level of theory is ωB97M-V/def2-TZVPD.

```
45
Properties=species:S:1:pos:R:3:forces:R:3
C 4.04882 -5.96870 1.66981 -0.108 0.114 -0.168
C 2.82938 -5.92349 1.64522 -0.128 0.195 0.041
B 1.22912 -5.75750 1.59772 0.208 0.166 -0.042
C 0.81937 -4.14802 1.76004 -0.056 0.324 -0.010
O 0.60128 -3.47130 0.69344 0.160 0.223 -0.080
O 0.72662 -3.63238 2.91423 0.018 -0.057 0.047
H 5.09497 -5.80000 1.57501 0.031 -0.161 0.104
H 0.72764 -6.42321 2.50003 -0.010 -0.087 0.005
H 0.84505 -6.13791 0.49673 -0.004 -0.232 -0.012
C 2.57492 -0.42452 0.50713 -0.107 -0.903 -0.128
C 2.36320 0.20152 1.88806 0.388 -0.079 0.005
C 1.05837 0.95800 2.10480 -0.197 0.018 0.317
F 0.93459 2.01400 1.25577 0.069 -0.014 0.001
F 1.03652 1.46623 3.36903 0.058 0.046 -0.050
F 3.43354 0.99556 2.20719 -0.120 0.147 -0.055
F 2.34188 -0.80390 2.77939 -0.022 0.029 -0.019
O 3.40724 0.29153 -0.41960 -0.028 0.657 0.220
C 2.92840 1.26581 -1.22238 -0.036 -0.610 0.175
C 3.55837 2.62847 -0.91471 0.093 0.169 0.018
F 3.35077 2.99714 0.36135 -0.066 0.024 -0.071
F 3.00099 3.57599 -1.71888 0.029 -0.008 -0.033
F 1.58120 1.34276 -1.22472 0.025 0.106 -0.056
F 3.30613 0.97307 -2.50028 -0.030 0.093 -0.145
H 3.12994 -1.34087 0.69847 -0.056 -0.039 0.015
H 1.63822 -0.75552 0.05739 -0.071 0.069 0.088
H 0.21154 0.28557 1.98702 0.046 -0.102 -0.015
H 4.63275 2.58889 -1.10374 -0.010 -0.040 -0.027
C -3.52308 2.53237 -0.19369 0.079 0.205 0.716
C -4.40994 2.91643 -1.38543 0.453 0.005 -0.192
C -5.48155 1.91867 -1.82696 -0.198 -0.032 -0.055
F -4.94876 0.75559 -2.23370 -0.013 0.065 -0.004
F -6.16722 2.45199 -2.87381 0.001 0.013 0.038
F -3.64995 3.27843 -2.43910 -0.087 -0.024 0.009
F -5.10713 4.03181 -0.99279 -0.135 -0.039 0.080
O -2.24525 2.01038 -0.45248 -0.149 -0.039 -0.721
C -2.05910 0.65734 -0.66432 0.016 0.102 0.626
C -1.53919 0.36441 -2.07427 0.206 -0.088 -0.135
F -2.39166 0.87299 -3.00214 -0.006 0.004 0.029
F -1.46401 -0.96257 -2.25106 -0.052 0.002 -0.007
F -3.17855 -0.03452 -0.38557 -0.024 -0.047 -0.144
F -1.11427 0.26368 0.20242 -0.058 -0.131 -0.183
H -3.31943 3.47931 0.30592 -0.012 0.040 -0.056
H -4.07042 1.92212 0.52703 -0.116 -0.102 -0.184
H -6.18695 1.73110 -1.01284 0.031 -0.005 0.016
H -0.55437 0.81328 -2.21070 -0.011 0.021 0.042
```
Forces are in eV/Å.

Calculated values
max |F|	0.92	eV/Å
Kohn-Sham gap	2.974	eV
total charge	-2
total energy	-2425.5706	hartree